Record 1
A structure of composition C50H44BrFeGeN4O8S2. Source: the OMol25 dataset; level of theory: the ωB97M-V functional and the def2-TZVPD basis.

Each line ends with the Löwdin spin population.
Element x y z (Å)
Fe -0.9870 0.0362 -0.2476  1.07
S -2.9273 3.6726 2.5525  0.00
C -1.9333 4.6874 1.5605  0.00
C -1.7478 6.0661 1.5894  0.00
C -0.8705 6.6261 0.6778  0.00
C -0.1789 5.8332 -0.2449  0.00
C -0.3553 4.4638 -0.2776  0.00
C -1.2482 3.8927 0.6291  0.00
N -1.5229 2.5448 0.7057  0.00
C -2.3509 2.2685 1.6465  0.00
C -2.8045 0.9024 1.9409  -0.01
C -3.7695 0.7121 2.9266  0.00
C -4.2246 -0.5596 3.2373  0.00
C -3.6867 -1.6444 2.5616  0.00
C -2.7118 -1.4523 1.5892  0.00
C -2.2556 -0.1870 1.2410  -0.06
H -2.2716 6.6870 2.3058  0.00
H -0.7145 7.6986 0.6804  0.00
H 0.5038 6.3009 -0.9432  0.00
H 0.1688 3.8113 -0.9665  0.00
H -4.1694 1.5643 3.4657  0.00
H -4.9790 -0.7005 4.0025  0.00
H -4.0193 -2.6507 2.7955  0.00
H -2.2797 -2.3092 1.0918  0.00
C 1.2441 -3.6321 -7.3144  0.00
C 0.2781 -3.1282 -6.2761  0.00
C -0.8617 -3.8469 -5.9441  0.00
C -1.7383 -3.3839 -4.9682  0.00
C -1.4796 -2.1908 -4.3198  0.00
C -0.3406 -1.4584 -4.6367  0.00
C 0.5244 -1.9282 -5.6074  0.00
S -2.5927 -1.5529 -3.0640  0.00
O -2.9715 -0.2384 -3.5410  0.00
O -3.6599 -2.5437 -3.0126  0.00
N -1.7720 -1.4668 -1.7271  0.00
C -1.2136 -2.7773 -1.3703  0.00
C 0.1047 -2.4672 -0.6829  0.00
O 1.1638 -2.9648 -1.0233  -0.01
O -0.0690 -1.5992 0.2773  0.00
H 0.8913 -4.5616 -7.7639  0.00
H 2.2257 -3.8248 -6.8755  0.00
H 1.3846 -2.9023 -8.1151  0.00
H -1.0666 -4.7869 -6.4466  0.00
H -2.6275 -3.9401 -4.7016  0.00
H -0.1274 -0.5452 -4.0926  0.00
H 1.4196 -1.3605 -5.8391  0.00
H -1.0390 -3.4197 -2.2362  0.00
H -1.8732 -3.3147 -0.6774  0.00
O -2.6964 4.2996 -6.5414  0.00
C -3.8804 4.6135 -5.8392  0.00
N -4.2051 3.6815 -4.7937  0.00
C -3.4425 3.7315 -3.6392  0.00
O -2.5951 4.5904 -3.4769  0.00
C -3.7394 2.6635 -2.6516  0.00
C -5.0137 2.1370 -2.4809  0.00
C -5.1855 1.0887 -1.6011  0.00
C -4.0685 0.5780 -0.9572  0.00
N -2.8522 1.0889 -1.1095  0.01
C -2.6871 2.1208 -1.9285  0.00
H -1.9763 4.3234 -5.8974  0.00
H -4.6826 4.6138 -6.5756  0.00
H -3.8030 5.5982 -5.3768  0.00
H -4.4779 2.7518 -5.0790  0.00
H -5.8569 2.5485 -3.0233  0.00
H -6.1542 0.6384 -1.4362  0.00
H -4.1457 -0.2883 -0.3140  0.00
H -1.6738 2.4804 -2.0488  0.00
Br 0.5098 0.9753 -2.0239  0.01
O -0.2018 1.2054 3.1604  0.00
C 0.5976 1.2005 2.2138  0.00
O 0.4204 0.7942 1.0261  -0.02
C 1.9804 1.8070 2.4827  0.00
C 2.6873 1.1407 3.6613  0.00
Ge 3.2219 -0.7118 3.2951  0.00
C 4.4006 -1.2900 4.7736  0.00
C 5.5694 -2.0256 4.5868  0.00
C 6.3369 -2.4506 5.6651  0.00
C 5.9465 -2.1481 6.9614  0.00
C 4.7803 -1.4240 7.1700  0.00
C 4.0209 -1.0049 6.0866  0.00
C 4.2033 -0.7334 1.6088  0.00
C 5.5525 -0.3826 1.5079  0.00
C 6.1819 -0.3194 0.2735  0.00
C 5.4634 -0.6018 -0.8829  0.00
C 4.1204 -0.9325 -0.8008  0.00
C 3.4909 -0.9932 0.4383  0.00
C 1.7726 -2.0113 3.2414  0.00
C 0.5493 -1.7945 3.8703  0.00
C -0.4251 -2.7819 3.8742  0.00
C -0.1942 -3.9941 3.2405  0.00
C 1.0141 -4.2148 2.5950  0.00
C 1.9897 -3.2295 2.6008  0.00
H 1.8031 2.8636 2.7076  0.00
H 2.5968 1.7559 1.5830  0.00
H 2.0702 1.2060 4.5599  0.00
H 3.6323 1.6523 3.8777  0.00
H 5.8838 -2.2895 3.5837  0.00
H 7.2392 -3.0253 5.4899  0.00
H 6.5421 -2.4798 7.8039  0.00
H 4.4589 -1.1898 8.1783  0.00
H 3.1080 -0.4478 6.2722  0.00
H 6.1219 -0.1390 2.3997  0.00
H 7.2295 -0.0448 0.2130  0.00
H 5.9519 -0.5510 -1.8495  0.00
H 3.5346 -1.1366 -1.6869  0.00
H 2.4336 -1.2356 0.4668  0.00
H 0.3241 -0.8281 4.3074  0.00
H -1.3814 -2.5830 4.3417  0.00
H -0.9674 -4.7542 3.2205  0.00
H 1.1861 -5.1393 2.0572  0.00
H 2.9117 -3.4025 2.0566  0.00

Properties
Relative energy (zero: lowest compared OMol25 entry of this formula, charge and spin): 28.8 kcal per mole
Lowest unoccupied orbital energy (alpha / beta): 4.0 / 4.0 eV
Spin multiplicity: 2
Total charge: -2
Kohn-Sham gap (alpha / beta): 0.2564 / 0.2571 hartree

=====

Record 2
A structure of composition C50H44BrGeIKN2O6 at a distorted geometry. Source: the OMol25 dataset; level of theory: the ωB97M-V functional and the def2-TZVPD basis.

Each line ends with the Löwdin spin population.
Element x y z (Å)
K 1.2838 0.2982 -0.0080  0.01
O -0.3708 3.2169 -3.1078  0.00
C -0.7724 2.6251 -4.1795  0.00
C -1.3631 3.3309 -5.2629  0.00
C -1.7750 2.6891 -6.4167  0.00
C -1.6098 1.3136 -6.5827  0.00
C -1.0199 0.6035 -5.5404  0.00
C -0.6251 1.2155 -4.3621  0.00
C -0.0599 0.3727 -3.2425  0.00
O 0.6869 1.0819 -2.3161  0.00
N -1.2327 -0.2641 -2.5877  0.00
N -1.0182 -1.0533 -1.5217  0.00
C -1.8568 -1.9893 -1.3061  0.00
C -1.8191 -2.8543 -0.1187  0.00
Br -0.4996 -2.4181 1.1479  0.02
C -2.7022 -3.8462 0.0053  0.00
C -2.9566 -4.8662 1.0404  0.00
C -2.0847 -5.2212 2.0722  0.00
C -2.4413 -6.1968 2.9949  0.00
C -3.6615 -6.8512 2.9051  0.00
C -4.5267 -6.5278 1.8685  0.00
C -4.1735 -5.5486 0.9543  0.00
H 0.3494 2.0369 -2.4112  0.00
H -1.4823 4.4023 -5.1452  0.00
H -2.2273 3.2729 -7.2126  0.00
H -1.9178 0.8162 -7.4933  0.00
H -0.8581 -0.4681 -5.6482  0.00
H 0.5793 -0.4138 -3.6634  0.00
H -1.9520 -0.5644 -3.2402  0.00
H -2.6831 -2.1776 -1.9974  0.00
H -3.4031 -3.8960 -0.8265  0.00
H -1.1273 -4.7340 2.1616  0.00
H -1.7503 -6.4446 3.7913  0.00
H -3.9335 -7.6076 3.6314  0.00
H -5.4821 -7.0303 1.7765  0.00
H -4.8583 -5.2864 0.1558  0.00
C -2.7266 1.8465 3.7825  0.07
Ge -2.3880 1.1875 1.9613  0.42
C -3.0583 2.6241 0.7870  0.06
C -4.1479 3.4036 1.1781  0.01
C -4.6623 4.3890 0.3412  0.00
C -4.0867 4.6134 -0.9038  0.00
C -2.9968 3.8510 -1.3101  0.00
C -2.4966 2.8652 -0.4691  0.01
C -3.7995 -0.2586 1.8365  0.10
C -4.0116 -0.9658 2.9978  0.04
C -4.9703 -2.0028 3.0957  0.00
C -5.7271 -2.3446 2.0155  0.03
C -5.5227 -1.6886 0.7746  0.00
C -6.2594 -2.0631 -0.3807  0.00
C -6.0347 -1.4622 -1.5857  0.00
C -5.0456 -0.4553 -1.6951  0.01
C -4.3308 -0.0728 -0.5963  0.00
C -4.5499 -0.6597 0.6812  0.02
H -3.7910 1.7628 4.0141  0.01
H -2.4137 2.8902 3.8295  0.00
H -2.1342 1.2901 4.5071  0.00
H -4.6065 3.2435 2.1489  0.00
H -5.5115 4.9825 0.6632  0.00
H -4.4842 5.3841 -1.5551  0.00
H -2.5093 4.0185 -2.2629  0.00
H -1.6415 2.2885 -0.8017  0.00
H -3.4375 -0.7159 3.8833  0.00
H -5.1016 -2.5248 4.0373  0.00
H -6.4702 -3.1318 2.0800  0.00
H -7.0085 -2.8428 -0.2850  0.00
H -6.6097 -1.7546 -2.4568  0.00
H -4.8541 0.0218 -2.6489  0.00
H -3.5696 0.6920 -0.6995  0.00
C 4.8811 6.1470 1.3197  0.00
C 3.7632 5.1776 1.6077  0.00
C 3.8916 4.1990 2.5798  0.00
C 2.8876 3.2667 2.8333  0.00
C 3.1501 2.2429 3.9104  0.00
C 1.7156 3.2955 2.0633  0.01
C 1.5510 4.3072 1.1009  0.00
C 0.2886 4.4970 0.2974  0.00
C 2.5757 5.2281 0.8949  0.00
C 0.6151 2.2550 2.2872  0.01
O 0.3400 1.9197 3.4442  0.02
O 0.0398 1.8138 1.2297  0.15
H 5.5438 6.2538 2.1806  0.00
H 4.4951 7.1357 1.0628  0.00
H 5.4885 5.8056 0.4769  0.00
H 4.8026 4.1504 3.1705  0.00
H 3.9195 2.6158 4.5902  0.00
H 3.5247 1.3242 3.4509  0.00
H 2.2499 2.0003 4.4679  0.00
H -0.6022 4.2346 0.8618  0.00
H 0.2738 3.8912 -0.6096  0.00
H 0.2091 5.5426 -0.0091  0.00
H 2.4262 6.0111 0.1562  0.00
I 3.7895 -2.4723 7.5205  0.00
C 3.6010 -1.9526 5.4988  0.00
C 2.3408 -1.7371 4.9636  0.00
C 2.2314 -1.4126 3.6167  0.00
C 3.3610 -1.2637 2.8202  0.00
C 4.6132 -1.4526 3.3938  0.00
C 4.7447 -1.8193 4.7257  0.00
C 3.2352 -0.8385 1.3663  0.00
O 3.6609 0.3095 1.1083  0.00
O 2.6666 -1.6418 0.5911  0.00
H 1.4559 -1.8095 5.5808  0.00
H 1.2481 -1.2209 3.2014  0.00
H 5.4986 -1.3013 2.7880  0.00
H 5.7227 -1.9793 5.1596  0.00

Properties
Relative energy (zero: lowest compared OMol25 entry of this formula, charge and spin): 43.3 kcal per mole
Lowest unoccupied orbital energy (alpha / beta): 3.3 / 3.3 eV
Spin multiplicity: 2
Total charge: -2
Kohn-Sham gap (alpha / beta): 0.1808 / 0.2194 hartree

=====

Record 3
A structure of composition C50H45ClN11O2S2Zr at a distorted geometry. Source: the OMol25 dataset; level of theory: the ωB97M-V functional and the def2-TZVPD basis.

Each line ends with the Löwdin charge.
Element x y z (Å)
Zr -0.9383 0.2662 2.1553  1.71
Cl -3.0601 7.0655 -0.1162  0.74
C -2.8333 5.4196 0.3426  -0.66
C -3.6728 4.4317 -0.1844  -0.05
C -3.4893 3.1058 0.1447  0.00
C -2.4430 2.7395 0.9843  -0.36
O -2.2164 1.4605 1.2714  -0.33
C -1.6268 3.7260 1.5575  -0.16
C -0.6118 3.4220 2.5123  -0.02
N -0.1775 2.2548 2.8946  -0.04
C 0.7105 2.2222 4.0256  -0.22
C 1.4882 3.2667 4.4553  0.02
C 2.2648 3.1663 5.6273  -0.02
C 2.2694 2.0189 6.3652  0.01
C 1.5310 0.8984 5.9206  -0.13
C 1.5360 -0.3394 6.6026  0.05
C 0.8450 -1.4028 6.0929  0.00
C 0.1622 -1.2379 4.8831  -0.10
N 0.1274 -0.0978 4.2195  -0.10
C 0.7712 0.9949 4.7375  -0.21
C -1.8410 5.0769 1.2266  -0.03
H -4.4668 4.7223 -0.8596  0.12
H -4.1220 2.3374 -0.2796  0.13
H -0.1992 4.2975 3.0060  0.13
H 1.5335 4.1947 3.9020  0.12
H 2.8538 4.0177 5.9386  0.13
H 2.8476 1.9441 7.2767  0.13
H 2.0960 -0.4330 7.5248  0.14
H 0.8267 -2.3604 6.5923  0.13
H -0.3774 -2.0736 4.4508  0.11
H -1.2145 5.8468 1.6599  0.13
C -4.9404 2.8962 4.4367  0.01
N -5.0279 1.7387 3.5506  -0.09
C -6.0942 1.4398 2.7208  0.01
C -5.7953 0.3092 2.0655  0.00
N -4.5285 -0.0924 2.5019  0.02
C -4.0694 0.8142 3.4195  -0.65
S -2.5937 0.8097 4.2606  0.78
C -3.9303 -1.3282 2.1847  -0.24
C -4.7242 -2.3822 1.7453  0.04
C -4.1299 -3.5846 1.4102  0.01
C -2.7550 -3.7333 1.5687  -0.01
C -2.0681 -2.6553 2.0653  -0.14
N -2.6080 -1.4548 2.3394  -0.02
H -5.7986 3.5350 4.2518  0.11
H -4.0205 3.4395 4.2303  0.09
H -4.9435 2.5736 5.4754  0.11
H -6.9680 2.0651 2.6663  0.15
H -6.3519 -0.2210 1.3159  0.13
H -5.7967 -2.2751 1.6914  0.13
H -4.7403 -4.4028 1.0519  0.14
H -2.2444 -4.6574 1.3424  0.13
H -0.9961 -2.7430 2.2325  0.11
C 7.6539 -7.8306 -5.2775  -0.04
O 6.3270 -7.4450 -5.6342  -0.05
C 5.6587 -6.6208 -4.8244  -0.27
C 4.3634 -6.2793 -5.2369  0.02
C 3.5955 -5.4392 -4.4704  -0.02
C 4.0892 -4.9118 -3.2697  -0.17
C 5.3804 -5.2517 -2.8699  -0.01
C 6.1637 -6.0971 -3.6314  0.01
C 3.3015 -4.0247 -2.4355  -0.22
N 3.7451 -3.3689 -1.3746  0.20
C 2.6757 -2.6833 -0.9030  -0.17
C 1.5481 -2.9042 -1.6736  -0.12
N 1.9690 -3.7655 -2.6545  0.19
C 0.3087 -2.2698 -1.4090  -0.05
C -0.8584 -2.3567 -2.1919  0.05
C -1.9701 -1.6330 -1.8438  -0.01
C -1.9401 -0.8484 -0.6910  -0.14
N -0.8729 -0.7864 0.0915  -0.05
C 0.2535 -1.4452 -0.2664  -0.16
C 1.4193 -1.1876 0.5319  -0.14
N 1.2923 -0.2868 1.5540  0.01
C 2.4055 0.0685 2.1904  -0.09
C 3.6632 -0.4638 1.9105  0.01
C 3.7872 -1.4110 0.9271  0.07
C 2.6445 -1.7781 0.2012  -0.05
H 7.9916 -8.4899 -6.0696  0.10
H 7.6595 -8.3681 -4.3281  0.10
H 8.3091 -6.9600 -5.2222  0.10
H 3.9966 -6.6886 -6.1679  0.13
H 2.6055 -5.1832 -4.8310  0.11
H 5.7670 -4.8454 -1.9454  0.12
H 7.1592 -6.3461 -3.2963  0.11
H 1.4185 -4.1805 -3.3862  0.15
H -0.8715 -2.9738 -3.0816  0.13
H -2.8645 -1.6590 -2.4499  0.12
H -2.7926 -0.2528 -0.3938  0.11
H 2.3168 0.8219 2.9564  0.10
H 4.5201 -0.1178 2.4704  0.13
H 4.7385 -1.8609 0.6737  0.14
C 0.3763 6.1967 -4.1575  -0.07
C -0.8303 5.5295 -3.5167  -0.22
N -0.4677 4.4432 -2.6004  0.01
C -0.5705 3.1172 -2.7063  -0.81
S -0.2566 2.1534 -1.3218  0.63
N -0.9266 2.5011 -3.8422  0.00
C -0.9007 2.9712 -5.2334  -0.23
C -0.6846 1.7842 -6.1543  -0.07
H 0.0505 7.0044 -4.8121  0.09
H 0.9630 5.4921 -4.7464  0.07
H 1.0319 6.6242 -3.3984  0.08
H -1.5266 5.1540 -4.2588  0.10
H -1.3808 6.2614 -2.9230  0.11
H -0.1099 4.7308 -1.7036  0.11
H -0.9447 1.5002 -3.7310  0.09
H -0.0908 3.6876 -5.3588  0.11
H -1.8397 3.4649 -5.4859  0.12
H 0.2704 1.2987 -5.9500  0.08
H -0.6818 2.1156 -7.1909  0.09
H -1.4867 1.0519 -6.0429  0.08

Properties
Relative energy (zero: lowest compared OMol25 entry of this formula, charge and spin): 7.0 kcal per mole
Lowest unoccupied orbital energy: -8.0 eV
Total charge: +3
Kohn-Sham gap: 0.1880 hartree

=====

Record 4
A structure of composition C50H45N6PPtTe at a distorted geometry. Source: the OMol25 dataset; level of theory: the ωB97M-V functional and the def2-TZVPD basis.

Each line ends with the Löwdin charge.
Element x y z (Å)
Pt -0.8382 -0.5305 -0.3611  0.79
C 0.9358 0.8577 4.7514  0.01
N 0.2723 0.0572 3.7175  -0.03
C 0.2883 0.3017 2.3872  -0.43
N -0.3903 -0.6417 1.7663  -0.05
C -0.8596 -1.5337 2.6957  -0.19
C -0.4611 -1.0908 3.9363  -0.09
C -0.6937 -1.6649 5.2746  -0.19
C -1.2965 -0.9106 6.2793  -0.04
C -1.5860 -1.4896 7.5062  -0.06
C -1.2685 -2.8215 7.7370  -0.06
C -0.6559 -3.5732 6.7424  -0.05
C -0.3703 -2.9984 5.5140  -0.03
C -1.6247 -2.7267 2.2977  -0.23
C -2.6840 -3.1999 3.0709  -0.03
C -3.3979 -4.3186 2.6682  -0.05
C -3.0647 -4.9794 1.4915  -0.06
C -2.0102 -4.5162 0.7165  -0.07
C -1.2946 -3.3964 1.1185  -0.08
P 1.3202 1.5184 1.5137  1.20
C 1.9946 0.2914 0.3334  -0.41
N 1.2860 -0.5353 -0.4315  -0.03
C 2.1563 -1.2711 -1.1959  -0.14
C 3.4340 -0.8788 -0.8759  -0.10
N 3.3071 0.1040 0.0839  -0.03
C 4.4230 0.8297 0.6964  0.01
C 4.7463 -1.2839 -1.4184  -0.21
C 5.0164 -1.1023 -2.7725  -0.02
C 6.2496 -1.4686 -3.2898  -0.05
C 7.2174 -2.0194 -2.4596  -0.06
C 6.9510 -2.2074 -1.1100  -0.06
C 5.7192 -1.8373 -0.5890  -0.04
C 1.7102 -2.3159 -2.1375  -0.16
C 2.5334 -3.4031 -2.4323  -0.01
C 2.1158 -4.3832 -3.3189  -0.05
C 0.8722 -4.2959 -3.9309  -0.06
C 0.0437 -3.2214 -3.6427  -0.06
C 0.4618 -2.2438 -2.7523  -0.05
C 0.1956 2.2895 0.3092  -0.44
N -0.4495 1.6496 -0.6449  0.00
C -0.9622 2.5731 -1.5211  -0.15
C -0.6383 3.8285 -1.0430  -0.10
N 0.1091 3.6238 0.0957  -0.04
C 0.6798 4.6833 0.9317  0.01
C -0.9786 5.1901 -1.5060  -0.21
C 0.0151 6.0619 -1.9445  -0.03
C -0.3191 7.3342 -2.3869  -0.05
C -1.6459 7.7415 -2.3891  -0.06
C -2.6411 6.8754 -1.9545  -0.05
C -2.3089 5.6036 -1.5132  -0.03
C -1.6215 2.1664 -2.7810  -0.16
C -1.9018 0.8262 -3.0254  -0.11
C -2.4945 0.3999 -4.2013  -0.07
C -2.8377 1.3320 -5.1718  -0.06
C -2.5591 2.6735 -4.9513  -0.05
C -1.9411 3.0866 -3.7794  0.00
H 1.8527 1.2799 4.3492  0.08
H 1.1738 0.2140 5.5923  0.10
H 0.2886 1.6640 5.0902  0.10
H -1.5677 0.1230 6.0955  0.12
H -2.0637 -0.9028 8.2794  0.11
H -1.5042 -3.2754 8.6904  0.11
H -0.3968 -4.6075 6.9255  0.11
H 0.1065 -3.5826 4.7359  0.13
H -2.9519 -2.6886 3.9878  0.12
H -4.2195 -4.6756 3.2757  0.12
H -3.6167 -5.8594 1.1882  0.11
H -1.7228 -5.0398 -0.1862  0.11
H -0.4034 -3.1173 0.5669  0.09
H 5.2305 0.9040 -0.0252  0.10
H 4.7836 0.3082 1.5806  0.10
H 4.0975 1.8270 0.9772  0.07
H 4.2584 -0.6737 -3.4172  0.13
H 6.4580 -1.3179 -4.3407  0.11
H 8.1773 -2.3089 -2.8664  0.11
H 7.7007 -2.6426 -0.4627  0.11
H 5.5054 -2.0012 0.4613  0.12
H 3.5006 -3.4955 -1.9568  0.12
H 2.7666 -5.2208 -3.5321  0.12
H 0.5549 -5.0567 -4.6316  0.11
H -0.9191 -3.1322 -4.1292  0.11
H -0.1737 -1.3785 -2.5890  0.06
H 0.0183 5.5440 0.9075  0.10
H 1.6593 4.9797 0.5622  0.10
H 0.7731 4.3296 1.9541  0.08
H 1.0489 5.7358 -1.9637  0.12
H 0.4562 8.0040 -2.7344  0.11
H -1.9070 8.7323 -2.7368  0.11
H -3.6761 7.1904 -1.9604  0.11
H -3.0826 4.9220 -1.1787  0.12
H -1.6414 0.0830 -2.2653  0.00
H -2.6926 -0.6531 -4.3608  0.11
H -3.3023 1.0135 -6.0954  0.11
H -2.8234 3.4105 -5.6982  0.12
H -1.6960 4.1325 -3.6576  0.11
C -4.0929 1.3346 -0.6451  -0.38
Te -3.3448 -0.3632 0.3674  1.39
C -4.4192 -1.7389 -0.8220  -0.35
H -4.0737 1.1488 -1.7142  0.01
H -3.4746 2.1945 -0.3980  0.00
H -5.1119 1.4923 -0.2977  0.02
H -5.4361 -1.7726 -0.4394  0.02
H -3.9480 -2.7154 -0.7350  0.00
H -4.4069 -1.3872 -1.8511  0.01

Properties
Lowest unoccupied orbital energy (alpha / beta): -5.9 / -5.8 eV
Total charge: +2
Kohn-Sham gap (alpha / beta): 0.2498 / 0.2528 hartree

=====

What is the formula in the fourth record?
C50H45N6PPtTe

=====

Which value of total charge does entry 3 give?
+3